Molecular formula: C30H26N6O9P2SV
Method: DFT, wB97M-V/def2-TZVPD

Element x y z (Å)
V  0.2103  -0.1364  -0.1693
S  -0.5250  3.9614  -0.8787
P  2.1529  -0.2975  2.2745
P  0.3222  1.9236  2.0893
O  1.4261  3.0005  1.5819
O  -1.0041  -0.8287  2.6456
O  -0.7291  2.5119  2.9254
O  -0.0635  1.2408  0.7801
O  1.2233  0.9044  2.9228
O  3.2629  0.6376  1.5389
O  2.7614  -1.0500  3.3827
O  1.3988  -1.0889  1.2366
O  0.1884  -1.5210  -1.1507
N  -1.3535  1.5405  -1.7875
N  -2.5339  -0.9469  -1.0115
N  2.3046  0.0792  -1.4640
N  -1.8399  -0.5753  0.0363
N  -0.1508  0.9710  -1.7721
N  -2.9607  3.0645  -1.3350
C  -2.6364  -0.1108  1.0663
C  3.4516  -0.5467  -1.2643
C  -1.6146  2.7238  -1.3218
C  -1.8201  1.0320  -5.7982
C  -4.2649  0.7312  3.2000
C  -3.2260  -3.1247  -5.2314
C  1.8259  0.1804  -2.7338
C  -1.3247  0.8408  -4.5239
C  3.7391  -1.0102  -3.5846
C  -0.5982  -1.9634  -2.0913
C  -5.0001  -1.8513  -4.2327
C  -1.0269  -2.1058  3.2397
C  -3.9170  0.4247  0.8421
C  -3.0267  0.1618  3.4489
C  -2.3504  -2.7743  -4.1807
C  0.7961  1.7198  -5.2173
C  -4.1771  -1.5106  -3.1845
C  2.5317  -0.3969  -3.8084
C  0.2882  1.9337  -6.4853
C  -4.5223  -2.6789  -5.2574
C  -4.7080  0.8484  1.8910
C  4.2326  -1.0749  -2.2806
C  -0.1550  -2.7827  -3.1390
C  0.5465  0.8177  -2.8887
C  0.0046  1.1503  -4.2129
C  -1.0040  -3.1925  -4.1459
C  -2.2230  -0.2575  2.4051
C  -1.9800  -1.5774  -2.0445
C  -2.8475  -1.9528  -3.1319
C  -1.0165  1.5752  -6.7914
H  3.7828  -0.6173  -0.2359
H  -4.2626  0.5072  -0.1787
H  0.8920  -3.0651  -3.1466
H  2.8147  1.3762  1.1034
H  -2.8488  -3.7483  -6.0340
H  4.2922  -1.4525  -4.4045
H  -1.3089  -2.8653  2.4972
H  -6.0183  -1.4820  -4.2674
H  -3.5601  2.2516  -1.3832
H  -4.8749  1.0806  4.0224
H  -2.6554  0.0544  4.4589
H  0.9172  2.3685  -7.2538
H  -2.8361  0.7279  -6.0199
H  -5.6817  1.2783  1.6854
H  5.1775  -1.5521  -2.0608
H  -0.0121  -2.2992  3.5827
H  -5.1830  -2.9631  -6.0692
H  2.0910  -0.3847  -4.7938
H  -4.5269  -0.8748  -2.3839
H  1.8141  2.0116  -4.9979
H  -1.4049  1.7105  -7.7939
H  -1.9567  0.4190  -3.7600
H  -1.7269  -2.1484  4.0836
H  0.9770  3.4439  0.8295
H  -0.6299  -3.8315  -4.9376
H  -3.2042  3.7151  -0.6036

Cartesian forces, eV/Å:
1.2668 -1.2032 0.1904
0.4567 0.4326 0.0484
0.4404 0.2171 1.0576
0.1917 1.2153 1.0991
-0.1697 -0.3646 0.1563
-0.0901 0.2590 0.1104
0.0444 -0.1508 -0.0843
-0.9139 4.6435 3.6738
0.1781 -0.4584 -0.4316
-0.0283 -0.3394 0.0399
0.1659 0.0196 -0.0084
-0.1075 0.3788 -0.1270
0.9166 -5.6381 -2.7880
-0.6980 0.2399 -0.4726
-1.0683 -0.1526 -0.0224
-0.5297 0.1622 -0.7077
0.6987 -0.3950 -0.0538
0.5788 0.9701 -2.3319
-0.2300 -0.2046 -0.0800
-0.7427 0.0440 0.3913
0.4185 -0.0572 0.2644
0.3514 -0.0374 -0.1958
-0.0334 -0.0284 -0.2029
-0.0454 -0.0633 0.1012
-0.1108 -0.0184 -0.0777
1.5897 -1.0475 0.3999
0.2522 -0.1679 0.1657
0.5214 -0.1596 0.6335
-1.2119 -0.0147 -0.7561
-0.0385 0.1152 0.2698
0.0495 -0.1925 -0.1108
0.2828 0.0431 0.0219
0.0300 0.0580 -0.0329
-0.1273 0.1991 0.1624
-0.1057 -0.0011 0.3671
-0.2566 0.1194 -0.2096
-0.7515 0.4571 0.2090
-0.0440 0.0258 -0.3215
0.0467 -0.1444 -0.2247
-0.1158 0.0547 0.0258
-0.2556 -0.0241 -0.6475
0.0677 0.1998 0.1926
-1.9394 0.7121 1.3078
-0.1448 0.3983 -0.7174
0.2547 -0.1456 -0.1621
-0.2645 -0.0913 -0.4202
0.7617 -0.1239 0.2082
0.1905 -0.2525 -0.0919
-0.0142 -0.0243 0.0739
-0.1339 0.0307 0.0011
0.0176 -0.0654 0.0139
0.0137 -0.0581 0.0441
0.0973 0.3076 -0.0286
0.0240 -0.0479 -0.0198
-0.0248 -0.0049 -0.0231
-0.0102 0.0515 0.0845
-0.0163 -0.0093 0.0278
-0.0012 0.0215 0.1106
-0.0368 0.0199 0.0410
0.0513 0.0310 0.0500
0.0283 0.0282 0.0439
-0.0121 0.0329 0.0268
-0.0184 0.0269 -0.0060
-0.0181 0.0075 0.0669
0.0009 -0.0442 0.0168
0.0428 0.0101 -0.0396
0.0174 0.0273 -0.0225
-0.0228 0.0018 0.0449
0.0632 -0.0135 0.0460
0.0171 0.0420 0.0007
-0.0251 -0.0116 0.0342
0.0776 0.0267 -0.0495
0.0756 0.1471 -0.2500
-0.0081 0.0066 -0.0497
0.0841 -0.0288 -0.0560

Its largest force on an atom is 6.4 eV/A. As for the multiplicity: 4. The charge is -2. As for the expectation value of S²: 3.8129. For the highest occupied orbital energy (alpha / beta), the calculation gives -0.0175 / -0.0809 hartree.

Here are the natural (NBO) charges for atoms 1 to 2, given in e: 1.423 -0.507